DFT (ωB97M-V/def2-TZVPD) results for a molecular structure, C30H40N5O4S2V.

Computed properties:
HOMO level (alpha / beta) = -9.2 / -9.8 eV
ΔE to the lowest compared entry with this formula, charge and spin = 107.3 kcal per mole
LUMO (alpha / beta) = -2.06 / -2.29 eV
Multiplicity = 4
Orbital gap (alpha / beta) = 7.140 / 7.553 eV
Net charge = +1

Element x y z (Å)
V  -2.535  12.799  12.617
C  0.391  14.811  14.222
C  -1.193  12.805  15.441
O  -1.124  11.904  14.331
C  -0.751  10.555  14.565
C  -0.534  9.862  13.281
O  0.284  10.545  12.359
C  1.592  10.911  12.673
C  2.171  11.459  11.365
O  1.712  12.780  11.005
C  2.515  13.923  11.415
C  2.098  14.383  12.775
O  0.677  14.308  12.961
H  1.090  14.389  14.970
H  0.584  15.894  14.260
H  -2.034  12.541  15.989
H  -0.251  12.685  16.034
H  -1.518  10.029  15.166
H  0.167  10.534  15.155
H  -1.511  9.666  12.838
H  -0.140  8.873  13.391
H  2.179  10.040  12.927
H  1.613  11.675  13.489
H  1.768  10.841  10.557
H  3.263  11.500  11.362
H  2.278  14.671  10.628
H  3.608  13.711  11.617
H  2.356  15.469  12.900
H  2.534  13.775  13.578
C  -4.726  12.555  17.518
C  -5.556  12.688  16.328
N  -4.766  13.324  15.219
C  -4.170  12.700  14.154
S  -1.303  14.464  14.740
N  -4.433  11.354  13.978
N  -3.801  11.136  12.806
C  -3.940  10.222  11.928
C  -4.939  9.082  12.000
C  -2.985  10.474  10.807
C  -2.843  9.634  9.619
C  -1.993  10.027  8.582
C  -1.201  11.183  8.656
C  -1.312  11.885  9.857
N  -2.177  11.607  10.825
H  -5.164  11.873  18.230
H  -4.637  13.507  18.070
H  -3.705  12.221  17.271
H  -6.391  13.371  16.493
H  -5.909  11.698  15.997
H  -4.401  14.270  15.252
H  -4.559  8.159  11.493
H  -5.903  9.430  11.612
H  -5.149  8.752  13.048
H  -3.370  8.696  9.603
H  -2.095  9.537  7.626
H  -0.541  11.442  7.831
H  -0.813  12.793  10.045
N  -3.714  14.129  11.464
S  -4.347  13.868  10.042
C  -6.125  13.945  10.214
C  -6.658  13.632  11.459
C  -8.022  13.424  11.574
C  -8.856  13.442  10.487
C  -8.350  13.802  9.272
C  -7.005  14.005  9.144
C  -4.092  15.257  9.018
C  -3.680  14.959  7.727
C  -3.661  15.991  6.798
C  -4.000  17.270  7.194
C  -4.331  17.570  8.498
C  -4.481  16.537  9.396
H  -4.134  14.994  11.847
H  -5.966  13.651  12.302
H  -8.414  13.229  12.598
H  -9.883  13.197  10.595
H  -9.030  13.846  8.415
H  -6.614  14.283  8.167
H  -3.362  13.993  7.407
H  -3.423  15.871  5.741
H  -3.972  18.073  6.500
H  -4.436  18.657  8.715
H  -4.918  16.725  10.407

***

DFT (ωB97M-V/def2-TZVPD) results for 6 unconnected molecules or ions with the total composition C30H40N6O4.

Computed properties:
HOMO level = -7.9 eV
LUMO = -1.06 eV
Orbital gap = 6.869 eV

Element x y z (Å)
C  1.982  -0.161  -0.201
C  0.540  0.319  -0.305
C  -0.087  -0.099  -1.621
O  -1.486  0.162  -1.656
C  -1.820  1.438  -2.143
C  -3.000  1.997  -1.427
C  -3.931  1.467  -0.632
C  -4.203  0.071  -0.205
C  -4.975  -0.729  -1.270
N  -4.326  -0.874  -2.563
C  -4.799  2.590  -0.165
O  -5.651  2.601  0.659
O  -4.432  3.745  -0.858
C  -3.278  3.456  -1.529
O  -2.626  4.288  -2.078
H  2.033  -1.246  -0.300
H  2.586  0.273  -1.001
H  2.428  0.122  0.751
H  0.496  1.408  -0.206
H  -0.060  -0.113  0.499
H  0.034  -1.173  -1.772
H  0.406  0.401  -2.463
H  -2.041  1.395  -3.220
H  -0.996  2.149  -2.026
H  -4.806  0.090  0.705
H  -3.262  -0.430  0.023
H  -5.151  -1.724  -0.859
H  -5.958  -0.280  -1.433
H  -4.199  0.018  -3.024
H  -3.419  -1.317  -2.472
N  -4.761  5.100  -4.152
C  -6.098  5.168  -3.875
C  -6.782  4.825  -5.012
C  -5.816  4.540  -6.015
C  -4.579  4.720  -5.452
H  -4.024  5.295  -3.495
H  -6.448  5.449  -2.896
H  -7.853  4.783  -5.114
H  -6.007  4.239  -7.032
H  -3.591  4.609  -5.866
N  -6.144  -2.689  -4.236
C  -7.375  -3.072  -3.787
C  -7.987  -3.795  -4.779
C  -7.084  -3.850  -5.874
C  -5.959  -3.158  -5.505
H  -5.474  -2.138  -3.706
H  -7.717  -2.801  -2.802
H  -8.970  -4.233  -4.726
H  -7.243  -4.337  -6.821
H  -5.046  -2.961  -6.042
N  5.680  -0.794  0.341
C  5.701  -2.112  -0.023
C  5.749  -2.864  1.120
C  5.754  -1.961  2.218
C  5.717  -0.691  1.704
H  5.641  -0.019  -0.294
H  5.675  -2.404  -1.059
H  5.768  -3.940  1.166
H  5.758  -2.222  3.264
H  5.682  0.270  2.188
N  6.687  1.095  4.578
C  5.737  0.724  5.491
C  5.389  1.835  6.211
C  6.164  2.919  5.713
C  6.955  2.430  4.708
H  7.125  0.479  3.917
H  5.377  -0.290  5.544
H  4.663  1.869  7.006
H  6.142  3.940  6.055
H  7.679  2.917  4.077
N  6.957  -2.776  5.907
C  7.018  -4.083  5.506
C  7.041  -4.862  6.632
C  6.994  -3.989  7.753
C  6.944  -2.708  7.273
H  6.938  -1.984  5.292
H  7.041  -4.346  4.462
H  7.088  -5.938  6.651
H  6.997  -4.271  8.793
H  6.900  -1.760  7.782

***

DFT (ωB97M-V/def2-TZVPD) results for a molecular structure, C30H40N9O3PSTi.

Computed properties:
HOMO level (alpha / beta) = -4.1 / -6.7 eV
ΔE to the lowest compared entry with this formula, charge and spin = 0.0 kcal per mole
LUMO (alpha / beta) = 0.48 / 0.41 eV
Multiplicity = 3
Orbital gap (alpha / beta) = 4.620 / 7.106 eV

Element x y z (Å)
Ti  -0.358  0.380  1.181
C  -4.434  4.237  0.986
N  -3.441  3.348  1.552
C  -2.955  3.381  2.840
C  -2.018  2.400  2.921
N  -1.916  1.774  1.700
C  -2.791  2.358  0.884
P  -2.746  2.160  -0.965
C  -2.697  0.303  -0.884
N  -1.805  -0.409  -0.207
C  -1.974  -1.720  -0.588
C  -2.973  -1.797  -1.504
N  -3.423  -0.512  -1.687
C  -4.492  -0.107  -2.583
C  -1.011  2.337  -1.272
N  -0.049  1.728  -0.524
C  1.147  2.306  -0.894
C  0.939  3.242  -1.853
N  -0.420  3.273  -2.094
C  -1.127  4.125  -3.007
H  -4.800  4.897  1.769
H  -3.995  4.836  0.186
H  -5.271  3.672  0.579
H  -3.331  4.074  3.572
H  -1.426  2.088  3.767
H  -1.373  -2.514  -0.178
H  -3.390  -2.631  -2.040
H  -4.996  -1.001  -2.942
H  -5.210  0.519  -2.060
H  -4.092  0.446  -3.432
H  2.076  2.008  -0.437
H  1.623  3.887  -2.378
H  -0.422  4.800  -3.487
H  -1.640  3.539  -3.775
H  -1.880  4.715  -2.473
O  1.022  1.392  2.049
N  1.229  2.340  2.956
C  1.144  3.618  2.517
C  1.378  4.671  3.348
C  1.703  4.387  4.686
C  1.765  3.092  5.110
C  1.517  1.982  4.249
S  1.552  0.376  4.758
H  0.880  3.706  1.473
H  1.300  5.679  2.971
H  1.906  5.192  5.381
H  2.010  2.846  6.133
C  -0.954  -3.005  3.194
C  -1.494  -1.593  3.343
C  -2.999  -1.524  3.141
O  -0.864  -0.748  2.422
H  -1.456  -3.683  3.888
H  0.116  -3.030  3.403
H  -1.118  -3.368  2.176
H  -1.242  -1.229  4.346
H  -3.254  -1.841  2.126
H  -3.353  -0.501  3.275
H  -3.516  -2.171  3.852
C  5.261  -3.815  -2.720
C  4.343  -2.614  -2.896
N  3.021  -2.969  -3.395
C  2.922  -3.409  -4.786
C  2.648  -4.900  -4.919
C  1.852  -2.782  -2.728
O  0.766  -2.940  -3.267
C  1.907  -2.386  -1.279
C  2.517  -3.154  -0.296
C  2.452  -2.737  1.020
C  1.781  -1.563  1.322
N  1.128  -0.857  0.385
C  1.207  -1.258  -0.888
H  6.215  -3.500  -2.294
H  5.465  -4.302  -3.674
H  4.816  -4.555  -2.054
H  4.790  -1.913  -3.607
H  4.233  -2.077  -1.957
H  3.862  -3.142  -5.273
H  2.120  -2.846  -5.264
H  3.425  -5.489  -4.431
H  2.614  -5.184  -5.972
H  1.688  -5.144  -4.468
H  3.026  -4.074  -0.559
H  2.926  -3.297  1.814
H  1.746  -1.163  2.332
H  0.667  -0.661  -1.613

***

DFT (ωB97M-V/def2-TZVPD) results for a molecular structure, C30H41AsMnN4O3SSi2.

Computed properties:
HOMO level (alpha / beta) = -13.2 / -13.3 eV
LUMO (alpha / beta) = -5.17 / -5.19 eV
Multiplicity = 4
Orbital gap (alpha / beta) = 8.075 / 8.121 eV
Net charge = +2

Element x y z (Å)
Mn  0.198  0.562  -1.240
C  -3.160  0.399  6.689
C  -2.266  0.320  5.484
C  -0.889  0.484  5.603
C  -0.060  0.424  4.495
C  -0.635  0.200  3.253
C  -2.009  0.029  3.096
C  -2.813  0.092  4.214
S  0.398  0.079  1.862
O  1.760  0.306  2.231
O  0.143  -1.349  1.357
N  -0.153  0.983  0.677
C  -0.430  2.366  0.890
C  -0.275  3.101  2.036
C  -0.661  4.462  2.076
C  -1.190  5.081  0.985
C  -1.327  4.360  -0.225
C  -1.844  4.920  -1.415
C  -1.915  4.164  -2.551
C  -1.440  2.846  -2.521
N  -0.957  2.285  -1.432
C  -0.921  3.016  -0.272
H  -2.592  0.336  7.614
H  -3.900  -0.402  6.679
H  -3.706  1.344  6.692
H  -0.455  0.654  6.580
H  1.012  0.542  4.586
H  -2.431  -0.138  2.112
H  -3.884  -0.039  4.113
H  0.141  2.654  2.927
H  -0.531  5.012  2.999
H  -1.492  6.120  1.023
H  -2.176  5.951  -1.414
H  -2.312  4.566  -3.473
H  -1.451  2.232  -3.412
C  0.705  0.850  -5.522
C  1.147  0.404  -4.164
O  0.353  0.421  -3.204
N  2.410  0.006  -4.024
C  2.959  -0.541  -2.784
C  3.383  0.512  -1.791
C  4.720  0.802  -1.600
C  5.078  1.789  -0.692
C  4.077  2.457  -0.012
C  2.762  2.102  -0.253
N  2.407  1.145  -1.118
H  -0.374  0.750  -5.601
H  1.183  0.271  -6.311
H  0.967  1.901  -5.659
H  3.015  0.073  -4.826
H  3.811  -1.161  -3.053
H  2.206  -1.183  -2.338
H  5.475  0.259  -2.153
H  6.120  2.028  -0.521
H  4.300  3.235  0.704
H  1.960  2.599  0.280
C  -3.327  -0.888  -0.860
Si  -2.326  -2.433  -0.583
C  -2.266  -3.450  -2.139
C  -2.795  -3.356  0.940
As  -0.047  -1.665  -0.531
Si  1.406  -3.574  -0.589
C  3.004  -2.956  0.138
C  1.485  -3.956  -2.419
C  0.621  -4.905  0.421
H  -4.305  -1.140  -1.279
H  -2.818  -0.234  -1.570
H  -3.498  -0.321  0.057
H  -3.271  -3.740  -2.455
H  -1.676  -4.360  -2.013
H  -1.822  -2.864  -2.950
H  -3.805  -3.754  0.799
H  -2.804  -2.709  1.820
H  -2.126  -4.193  1.137
H  2.903  -1.944  0.540
H  3.803  -2.955  -0.605
H  3.315  -3.600  0.963
H  0.812  -3.316  -2.995
H  1.190  -4.990  -2.612
H  2.496  -3.822  -2.807
H  0.366  -4.524  1.414
H  1.322  -5.733  0.551
H  -0.281  -5.297  -0.052

***

DFT (ωB97M-V/def2-TZVPD) results for 2 unconnected molecules or ions with the total composition C30H41Cl2N5O11PS.

Computed properties:
HOMO level = -10.1 eV
ΔE to the lowest compared entry with this formula, charge and spin = 248.9 kcal per mole
LUMO = -5.25 eV
Orbital gap = 4.812 eV
Net charge = +1

Element x y z (Å)
C  7.002  0.069  0.150
C  6.659  0.496  1.661
Cl  7.666  -0.308  2.974
C  5.639  1.441  1.976
Cl  5.375  1.769  3.770
O  4.854  2.125  0.985
C  3.470  1.739  1.116
O  2.720  2.236  1.984
C  2.965  0.643  0.036
C  2.706  1.047  -1.448
C  2.953  2.576  -1.803
C  1.800  3.508  -1.110
C  0.482  3.679  -2.014
C  -0.664  2.664  -1.523
C  -1.846  3.371  -0.659
C  -2.578  2.283  0.281
C  -3.885  1.617  -0.407
S  -4.785  0.691  0.943
C  -5.271  -0.987  0.384
N  -5.741  -2.061  1.244
N  -6.087  -3.217  0.615
C  -5.823  -2.905  -0.769
O  -5.338  -1.579  -0.911
C  2.218  -0.079  -2.448
C  1.978  0.423  -3.952
C  0.459  0.959  -4.197
N  0.234  1.732  -5.234
N  1.972  -1.452  -2.008
C  1.513  -2.462  -3.041
C  -0.097  -2.454  -3.237
C  -0.404  -3.617  -4.341
C  -0.650  -5.049  -3.688
O  -1.750  -5.533  -3.344
O  0.514  -5.893  -3.517
C  2.150  -1.881  -0.609
P  1.778  -3.641  0.007
O  1.378  -3.724  1.480
O  0.463  -4.378  -0.843
O  3.156  -4.562  -0.382
C  2.682  -0.847  0.452
C  2.978  -1.183  1.985
C  1.716  -0.747  2.922
N  1.328  -1.429  3.979
H  6.056  -0.096  -0.475
H  7.739  0.798  -0.355
H  7.563  -0.943  0.199
H  3.929  2.883  -1.254
H  3.126  2.825  -2.898
H  1.475  3.090  -0.085
H  2.287  4.535  -0.886
H  0.106  4.770  -1.920
H  0.760  3.525  -3.111
H  -0.238  1.774  -0.943
H  -1.187  2.281  -2.485
H  -2.643  3.703  -1.431
H  -1.482  4.301  -0.106
H  -2.957  2.757  1.265
H  -1.888  1.395  0.558
H  -4.583  2.453  -0.781
H  -3.649  0.956  -1.308
H  -6.024  -3.701  -1.559
H  2.158  -0.364  -4.755
H  2.649  1.315  -4.246
H  -0.374  0.602  -3.477
H  -0.787  1.945  -5.230
H  1.851  -3.536  -2.766
H  1.959  -2.282  -4.075
H  -0.675  -2.619  -2.266
H  -0.494  -1.487  -3.700
H  -1.320  -3.322  -4.976
H  0.478  -3.677  -5.064
H  0.507  -6.279  -2.613
H  -0.334  -3.930  -0.474
H  3.295  -5.289  0.268
H  3.283  -2.284  2.166
H  3.869  -0.567  2.403
H  1.152  0.234  2.687
H  1.970  -2.245  4.011
C  -6.227  0.734  5.981
C  -4.804  1.226  5.841
C  -4.658  2.715  5.966
O  -3.479  2.965  5.207
C  -3.401  1.975  4.274
O  -2.637  1.974  3.349
O  -4.308  0.991  4.526
H  -6.296  -0.320  5.701
H  -6.583  0.849  7.008
H  -6.902  1.279  5.315
H  -4.152  0.697  6.545
H  -4.531  3.039  7.000
H  -5.484  3.274  5.515